# 1
ORCA calculation (ωB97M-V with the def2-TZVPD basis set) on C31H26Cl5N6O3ReS2 as an isolated structure in a non-equilibrium geometry.

As for the multiplicity: 2. The HOMO energy (spin up / spin down) comes out at -14.3 / -14.3 eV. The calculation puts the maximum force at 3.55 eV/Å. As for the LUMO energy (spin up / spin down): -11.4 / -11.5 eV. As for the charge: +3.

Each line ends with the Mulliken charge.
Positions of all 74 atoms, in Å:
Re  -0.85  1.38  2.13  0.991
C  0.32  5.32  0.68  -1.765
C  -0.38  4.11  1.17  1.078
N  0.20  2.93  1.29  -0.036
N  1.58  2.86  1.18  -0.427
C  2.24  2.20  2.17  0.757
N  3.56  2.22  2.23  -0.356
S  1.33  1.34  3.33  -0.457
C  -1.69  4.14  1.78  0.800
C  -2.60  5.19  1.67  -0.819
C  -3.74  5.19  2.46  -0.438
C  -3.91  4.16  3.38  -0.927
C  -2.98  3.14  3.42  0.061
N  -1.92  3.09  2.63  -0.038
H  0.88  5.13  -0.24  0.452
H  1.02  5.70  1.44  0.421
H  -0.38  6.12  0.47  0.396
H  2.06  3.55  0.62  0.290
H  4.14  2.81  1.65  0.233
H  4.02  1.74  2.99  0.249
H  -2.44  6.00  0.97  0.368
H  -4.46  5.98  2.38  0.510
H  -4.74  4.16  4.07  0.467
H  -3.08  2.32  4.12  0.613
Cl  -6.85  -2.81  3.67  -0.100
C  -5.38  -1.94  3.55  0.164
C  -4.46  -1.99  4.60  -0.531
C  -3.28  -1.29  4.53  0.309
Cl  -2.16  -1.33  5.82  -0.112
C  -2.93  -0.51  3.37  0.061
O  -1.82  0.08  3.31  -0.467
C  -3.91  -0.46  2.30  0.876
C  -3.67  0.33  1.13  -0.028
O  -2.70  1.05  0.87  -0.615
C  -5.11  -1.18  2.42  -1.034
H  -4.68  -2.58  5.48  0.494
H  -4.45  0.28  0.36  0.493
H  -5.84  -1.14  1.63  0.488
Cl  1.26  -5.35  -7.85  -0.159
C  1.30  -4.45  -6.40  0.306
C  2.01  -4.93  -5.29  -0.933
C  2.03  -4.19  -4.13  -0.289
C  1.37  -2.97  -4.02  -0.205
C  1.43  -2.19  -2.72  -0.136
C  0.04  -2.16  -2.05  -1.428
N  0.12  -1.64  -0.71  0.271
C  0.65  -2.28  0.37  -0.491
C  0.53  -1.43  1.43  -0.982
N  -0.08  -0.28  1.01  0.247
C  -0.31  -0.44  -0.29  -0.102
O  1.85  -0.85  -2.90  -0.363
C  3.21  -0.73  -3.29  -0.852
C  4.14  -1.08  -2.17  -0.309
C  5.32  -1.79  -2.30  0.417
Cl  5.98  -2.42  -3.73  -0.165
S  6.13  -2.02  -0.77  -0.138
C  4.87  -1.18  0.03  -0.614
C  3.90  -0.73  -0.83  0.104
C  0.66  -2.50  -5.15  1.063
Cl  -0.17  -0.99  -5.11  -0.195
C  0.63  -3.23  -6.32  -0.797
H  2.53  -5.87  -5.36  0.450
H  2.59  -4.56  -3.28  0.421
H  2.14  -2.70  -2.05  0.669
H  -0.36  -3.17  -2.03  0.276
H  -0.62  -1.52  -2.63  0.502
H  1.07  -3.26  0.31  0.585
H  0.82  -1.57  2.45  0.642
H  -0.79  0.29  -0.91  0.580
H  3.34  0.32  -3.58  0.353
H  3.42  -1.36  -4.17  0.517
H  4.91  -1.05  1.09  0.399
H  3.03  -0.18  -0.53  0.469
H  0.08  -2.86  -7.17  0.467

=====

# 2
ORCA calculation (ωB97M-V with the def2-TZVPD basis set) on one molecule with the formula C3H8N2 in a non-equilibrium geometry.

As for the energy above the lowest of the compared OMol25 structures with the same formula, charge and spin: 1.417 eV. The HOMO energy comes out at -9.0 eV. The calculation puts the maximum force at 2.26 eV/Å. As for the LUMO energy: 1.1 eV. The SMILES is [H]/N=C\NCC.

Each line ends with the Mulliken charge.
Positions of all 13 atoms, in Å:
C  -0.51  0.10  0.69  -0.377
C  -1.74  0.84  0.01  -1.094
N  0.45  -0.19  -0.33  -0.314
C  1.61  -0.98  -0.02  0.067
N  2.60  -1.15  -0.81  -0.626
H  0.62  0.56  -0.99  0.239
H  2.45  -0.65  -1.68  0.213
H  -0.88  -0.82  1.15  0.304
H  -0.08  0.74  1.46  0.319
H  1.59  -1.47  0.97  0.321
H  -2.34  1.31  0.79  0.326
H  -2.36  0.11  -0.53  0.294
H  -1.41  1.60  -0.70  0.327

=====

# 3
ORCA calculation (ωB97M-V with the def2-TZVPD basis set) on C29H27CuIN2P2 as an isolated structure in a non-equilibrium geometry.

The HOMO energy comes out at -10.2 eV. The calculation puts the maximum force at 2.63 eV/Å. As for the LUMO energy: -2.2 eV. As for the charge: +1.

Each line ends with the Mulliken charge.
Positions of all 62 atoms, in Å:
Cu  -0.22  -0.64  0.64  -0.772
C  1.01  1.06  -1.86  -1.215
C  0.43  2.13  -0.97  -1.091
P  0.21  1.56  0.78  1.414
C  -1.17  2.50  1.40  0.451
C  -2.21  1.85  2.11  -0.386
C  -3.39  2.48  2.43  -0.409
C  -3.53  3.85  2.08  -0.558
C  -2.48  4.52  1.44  -0.755
C  -1.27  3.86  1.13  -0.243
C  1.64  1.92  1.81  0.349
C  2.62  0.95  2.04  -0.500
C  3.72  1.29  2.80  -0.639
C  3.84  2.57  3.35  -0.321
C  2.90  3.52  3.13  -0.844
C  1.77  3.16  2.40  -0.273
P  0.26  -0.59  -1.62  1.180
C  1.43  -1.88  -2.01  -0.150
C  1.30  -3.06  -1.28  -0.215
C  2.33  -4.01  -1.29  -0.810
C  3.41  -3.81  -2.18  -0.531
C  3.54  -2.60  -2.88  -0.826
C  2.50  -1.67  -2.86  0.131
C  -1.10  -0.83  -2.74  0.102
C  -2.38  -0.36  -2.44  -0.257
C  -3.43  -0.48  -3.31  -0.542
C  -3.20  -1.02  -4.55  -0.504
C  -1.95  -1.58  -4.85  -0.517
C  -0.90  -1.51  -3.94  -0.290
H  2.08  0.90  -1.62  0.538
H  0.85  1.28  -2.90  0.623
H  -0.53  2.56  -1.35  0.518
H  1.10  3.02  -0.89  0.544
H  -2.10  0.78  2.31  -0.004
H  -4.20  1.97  2.93  0.436
H  -4.48  4.35  2.17  0.394
H  -2.63  5.55  1.17  0.405
H  -0.50  4.38  0.50  0.329
H  2.47  -0.01  1.57  0.316
H  4.41  0.48  3.12  0.342
H  4.75  2.79  3.95  0.335
H  3.12  4.52  3.47  0.396
H  0.93  3.83  2.35  0.397
H  0.33  -3.31  -0.80  0.613
H  2.29  -4.93  -0.69  0.414
H  4.07  -4.62  -2.37  0.426
H  4.37  -2.47  -3.54  0.415
H  2.51  -0.78  -3.54  0.381
H  -2.53  0.00  -1.39  0.143
H  -4.42  -0.21  -2.97  0.411
H  -4.02  -1.08  -5.31  0.327
H  -1.71  -2.07  -5.80  0.381
H  0.04  -2.11  -4.07  0.246
I  -0.60  -5.81  3.85  0.144
C  -1.09  -3.92  3.06  -0.783
C  -2.14  -3.05  3.34  0.004
N  -1.93  -1.91  2.64  -0.108
N  -0.77  -2.01  1.91  0.406
C  -0.26  -3.23  2.14  -0.175
H  -3.07  -3.27  3.88  0.432
H  -2.59  -1.15  2.50  0.230
H  0.60  -3.64  1.68  0.545

=====

# 4
ORCA calculation (ωB97M-V with the def2-TZVPD basis set) on one molecule with the formula C6H11N in a non-equilibrium geometry.

As for the energy above the lowest of the compared OMol25 structures with the same formula, charge and spin: 4.227 eV. The HOMO energy comes out at -6.7 eV. The calculation puts the maximum force at 2.51 eV/Å. As for the LUMO energy: 0.2 eV. The SMILES is C=C/C(=C\N)CC.

Each line ends with the Mulliken charge.
Positions of all 18 atoms, in Å:
C  0.76  -0.29  -2.44  -1.079
C  -0.44  0.06  -1.51  -0.357
N  0.68  -1.13  1.89  -0.531
C  0.76  -0.80  0.57  -0.034
C  -0.06  0.12  -0.05  0.359
C  -0.62  1.14  0.79  -0.233
C  -1.04  1.19  2.10  -1.331
H  1.67  -0.48  -1.86  0.318
H  0.59  -1.12  -3.13  0.260
H  0.98  0.56  -3.08  0.304
H  -0.77  1.09  -1.68  0.256
H  -1.34  -0.56  -1.69  0.361
H  0.77  -2.10  2.13  0.260
H  -0.05  -0.68  2.43  0.254
H  1.65  -1.13  0.06  0.297
H  -1.13  1.93  0.17  0.163
H  -0.62  1.76  2.93  0.266
H  -1.78  0.43  2.36  0.468

=====

# 5
ORCA calculation (ωB97M-V with the def2-TZVPD basis set) on CH3O4Si as an isolated structure in a non-equilibrium geometry.

As for the energy above the lowest of the compared OMol25 structures with the same formula, charge and spin: 2.468 eV. The HOMO energy comes out at -4.9 eV. The calculation puts the maximum force at 2.27 eV/Å. As for the LUMO energy: 4.1 eV. As for the charge: -1.

Each line ends with the Mulliken charge.
Positions of all 9 atoms, in Å:
C  -1.12  0.75  -0.42  -0.233
O  -1.75  -2.06  0.31  -0.632
O  -1.02  1.91  -0.19  -0.319
O  0.52  0.05  -0.39  -0.136
O  3.22  0.35  -0.39  -0.648
Si  1.83  0.65  0.18  0.358
H  -1.76  -1.12  0.17  0.390
H  -1.34  -2.15  -0.55  0.321
H  1.42  1.61  1.28  -0.101

=====

# 6
ORCA calculation (ωB97M-V with the def2-TZVPD basis set) on C12H4Cl5N2O4Pt as an isolated structure.

As for the multiplicity: 3. As for the energy above the lowest of the compared OMol25 structures with the same formula, charge and spin: 0.099 eV. The HOMO energy (spin up / spin down) comes out at -4.5 / -5.6 eV. The calculation puts the maximum force at 0.53 eV/Å. As for the LUMO energy (spin up / spin down): 2.5 / 2.1 eV. As for the charge: -1.

Each line ends with the Mulliken charge.
Positions of all 28 atoms, in Å:
Pt  0.26  0.04  0.29  0.987
O  -0.37  -3.24  -2.35  -0.726
C  -0.24  -2.39  -1.47  0.402
O  -0.28  -1.12  -1.57  -0.739
C  -0.03  -2.92  -0.05  0.427
C  0.14  -4.28  0.19  -0.512
C  0.32  -4.70  1.50  -0.211
C  0.29  -3.77  2.53  -0.765
C  0.12  -2.44  2.20  -0.225
N  -0.03  -2.03  0.94  -0.242
H  0.12  -4.94  -0.65  0.482
H  0.47  -5.75  1.72  0.398
H  0.42  -4.06  3.56  0.377
H  0.07  -1.66  2.96  0.504
O  -1.74  0.48  1.32  -0.437
N  -1.36  1.35  2.14  0.259
O  -0.14  1.59  2.07  -0.431
Cl  1.50  1.13  -2.66  -0.193
C  2.69  0.62  -1.50  1.043
C  2.26  0.24  -0.23  -1.592
C  3.28  -0.08  0.68  1.009
Cl  2.88  -0.53  2.31  -0.201
C  4.63  -0.04  0.34  -0.364
Cl  5.85  -0.43  1.51  -0.206
C  5.01  0.32  -0.95  0.544
Cl  6.68  0.34  -1.39  -0.205
C  4.03  0.66  -1.87  -0.179
Cl  4.49  1.12  -3.47  -0.204

=====

| no. | molecular weight (g mol⁻¹) |
| --- | --- |
| 1 | 958.19 |
| 2 | 72.11 |
| 3 | 655.95 |
| 4 | 97.16 |
| 5 | 107.12 |
| 6 | 612.52 |